Entry 1:
The following is a quantum chemistry calculation of a structure of composition C4H11NO, from the OMol25 dataset.

Element x y z (Å)
C -0.55163 -0.30004 0.43848
C 0.95210 -0.29579 -0.06138
C 1.22847 -1.80516 -0.38133
O 1.11957 0.51626 -1.15895
C -1.08657 1.11058 0.72892
N -1.41958 1.91173 -0.47389
H -1.20996 -0.71145 -0.33644
H -0.58502 -0.80791 1.37916
H 1.64789 -0.16144 0.85733
H 0.97763 -2.41555 0.48164
H 0.66178 -2.09771 -1.24030
H 2.27364 -2.06350 -0.49829
H 1.08001 0.96435 -0.08128
H -0.21657 1.68152 1.09994
H -1.94336 1.18106 1.36232
H -0.70503 1.80446 -1.18753
H -2.22337 1.48856 -0.92842

Computed properties:
Kohn-Sham gap: 10.2 eV
relative energy (zero: lowest compared OMol25 entry of this formula, charge and spin): 385.0 kJ/mol
multiplicity: 1

Here are the natural (NBO) charges for atoms 1 to 6, given in e: -0.43, -0.06, -0.60, -0.68, -0.22, -0.83



Entry 2:
The following is a quantum chemistry calculation of a cluster of 9 separate species, C15H48N12O9 in total, from the OMol25 dataset.

Element x y z (Å)
N 4.29178 -6.39908 8.98684
C 3.89758 -5.44283 8.13048
N 4.13509 -4.19174 8.62418
O 3.51440 -5.66635 6.98464
H 4.09273 -7.33222 8.65893
H 4.39689 -6.19768 9.96407
H 3.93861 -3.44559 7.97888
H 4.47087 -3.98606 9.54564
N -0.44586 -2.60103 13.65020
C -0.36788 -3.95989 13.54550
N -0.20881 -4.34511 12.25043
O -0.40405 -4.76172 14.46261
H -0.37979 -2.03519 14.47619
H -0.69083 -2.11795 12.80298
H -0.24864 -3.74669 11.44588
H 0.33597 -5.18768 12.16999
N -1.35828 -7.65147 5.33505
C -1.89916 -7.40934 4.11177
N -1.00060 -6.84157 3.28083
O -3.06448 -7.66664 3.83300
H -1.88937 -8.18170 6.00735
H -0.64180 -7.07912 5.75800
H -1.36902 -6.75178 2.34834
H -0.13380 -6.42965 3.56974
N -5.23581 -6.12274 8.88114
C -5.83489 -7.27436 9.19514
N -6.73989 -7.19380 10.17985
O -5.55419 -8.32069 8.61618
H -4.56114 -6.16741 8.13628
H -5.38986 -5.24987 9.35154
H -7.17350 -8.05754 10.45628
H -7.26892 -6.33733 10.19285
N 0.89964 -8.60414 9.56332
C -0.01854 -9.57784 9.84880
N 0.26453 -10.25679 10.97553
O -1.05521 -9.68687 9.22836
H 1.49537 -8.24620 10.28775
H 0.75174 -8.04399 8.73818
H 1.01242 -10.20483 11.64407
H -0.21515 -11.13405 11.10757
N 4.30961 -1.05654 4.42114
C 3.67315 -2.21698 4.69387
N 4.06344 -2.85593 5.80876
O 2.76886 -2.61618 3.96940
H 5.16994 -0.88044 4.90706
H 3.99698 -0.63544 3.56432
H 3.69919 -3.76020 6.07250
H 4.78387 -2.43604 6.37036
C -3.47412 -5.08805 11.56202
C -4.44372 -4.13216 12.29340
C -4.78453 -4.78873 13.64182
O -3.85488 -2.84697 12.43185
H -2.75668 -5.55870 12.23693
H -2.92904 -4.52308 10.80657
H -4.05295 -5.91286 11.14810
H -5.28090 -3.96683 11.61327
H -5.63367 -4.22589 14.04582
H -3.94441 -4.56747 14.30003
H -5.15515 -5.80996 13.61100
H -3.05638 -3.00508 12.95138
C 0.28818 -3.69864 7.17792
C 0.22592 -4.99513 7.99166
C -1.10080 -5.24114 8.62287
O 0.61576 -5.98885 7.02940
H -0.14507 -3.84774 6.19143
H 1.30897 -3.35051 7.00371
H -0.21392 -2.83462 7.62337
H 0.96657 -4.93898 8.79957
H -1.89689 -5.42441 7.89499
H -1.41017 -4.35806 9.18141
H -1.12844 -6.13394 9.25069
H 1.57314 -5.91392 6.91993
C -4.30784 -4.83824 5.41322
C -3.70594 -3.52478 5.00326
C -2.36195 -3.69382 4.24857
O -4.59762 -2.93715 4.06801
H -3.58994 -5.40360 6.02020
H -4.35408 -5.51823 4.55560
H -5.29502 -4.80508 5.86944
H -3.68542 -2.94945 5.93016
H -1.87002 -2.71981 4.24910
H -2.50133 -4.16942 3.28085
H -1.62268 -4.28698 4.79337
H -4.59168 -3.43141 3.24499

Computed properties:
Kohn-Sham gap: 8.5 eV
structure (SMILES): NC(N)=O.NC(N)=O.NC(N)=O.NC(N)=O.NC(N)=O.NC(N)=O.CC(C)O.CC(C)O.CC(C)O
relative energy (zero: lowest compared OMol25 entry of this formula, charge and spin): 184.9 kJ/mol
multiplicity: 1

Here are the Mulliken charges for atoms 1 to 6, given in e: -0.50, 0.83, -0.33, -0.79, 0.26, 0.19



Entry 3:
The following is a quantum chemistry calculation of a cluster of 5 separate species, C32H71N2S in total, from the OMol25 dataset.

Element x y z (Å)
N -4.70185 2.18166 -0.83065
S -3.43514 2.63386 -1.91857
C -1.92015 2.82338 -0.82374
C -0.98691 1.52872 -1.12218
C -1.59538 0.15232 -0.55766
C -0.85654 -0.34904 0.80224
N -0.89511 0.80790 1.73750
C 0.34292 1.51087 1.94336
C -0.01457 2.66465 2.90687
C -1.53482 2.50697 3.18722
C -2.09375 1.27031 2.40961
H -4.26964 2.04920 0.09778
H -4.98758 1.23407 -1.13681
H -3.75223 3.85201 -2.51603
H -2.19804 2.93539 0.27787
H -1.34818 3.76992 -1.13222
H -0.90128 1.40744 -2.26794
H 0.06214 1.77488 -0.75110
H -2.68744 0.37883 -0.25682
H -1.51122 -0.67689 -1.33378
H -1.48159 -1.20834 1.25023
H 0.18515 -0.77052 0.61382
H 1.30907 1.19357 1.44492
H 0.74590 3.43253 3.24574
H -2.12261 3.22046 3.84420
H -3.14703 0.85975 2.34329
C -1.02257 3.05203 -5.35996
C 0.20585 2.20195 -5.65230
C 1.44884 2.65292 -4.88336
C 1.93951 4.06761 -5.20667
C 2.27016 4.32280 -6.67812
C 3.40488 3.45210 -7.20070
H -0.87737 4.09082 -5.66441
H -1.88627 2.66490 -5.90772
H -1.26446 3.03435 -4.29131
H 0.40138 2.19671 -6.72850
H -0.01456 1.16479 -5.37625
H 2.25547 1.93653 -5.06922
H 1.24077 2.59743 -3.80722
H 2.83111 4.27004 -4.60245
H 1.18815 4.79691 -4.88443
H 2.55789 5.37351 -6.79072
H 1.38193 4.18126 -7.30072
H 4.31677 3.61109 -6.61900
H 3.62173 3.70163 -8.24264
H 3.15087 2.39022 -7.16165
C 3.02134 -5.50547 3.00991
C 1.64599 -5.50156 2.35700
C 1.20804 -4.11635 1.87920
C 1.05474 -3.06350 2.98149
C 0.07380 -3.42455 4.09811
C -1.35768 -3.60071 3.60976
H 3.04297 -4.88839 3.91139
H 3.29644 -6.52297 3.29957
H 3.78217 -5.13458 2.31767
H 0.90872 -5.91904 3.04980
H 1.66912 -6.17410 1.49297
H 0.26179 -4.21519 1.33573
H 1.93644 -3.74625 1.14757
H 0.73384 -2.12267 2.51791
H 2.03320 -2.85813 3.42782
H 0.08995 -2.62368 4.84527
H 0.39936 -4.33114 4.61544
H -1.71926 -2.68775 3.12706
H -2.01872 -3.82115 4.45215
H -1.44361 -4.42529 2.89822
C 6.74930 -9.21369 8.61200
C 5.41762 -9.82233 8.19397
C 5.26045 -9.94918 6.67779
C 5.27656 -8.62593 5.90643
C 4.21427 -7.61052 6.33069
C 2.79000 -8.10214 6.11284
H 6.86134 -8.19198 8.24147
H 6.82156 -9.17885 9.70223
H 7.58510 -9.81115 8.23802
H 4.59609 -9.23554 8.61686
H 5.33834 -10.82180 8.63467
H 4.32843 -10.48332 6.46488
H 6.06502 -10.58440 6.28932
H 5.15062 -8.84649 4.83995
H 6.26344 -8.16091 6.00086
H 4.35865 -6.69410 5.74755
H 4.34957 -7.32956 7.37899
H 2.61976 -8.34713 5.06062
H 2.07600 -7.32431 6.39856
H 2.57162 -8.98785 6.71364
C -2.95971 6.45510 -4.75289
C -4.33546 6.48519 -5.40547
C -4.75481 7.88175 -5.86605
C -4.89394 8.92284 -4.75106
C -5.87990 8.56022 -3.63912
C -7.31345 8.40877 -4.13007
H -2.92987 7.06108 -3.84391
H -2.69719 5.42881 -4.47532
H -2.19441 6.82406 -5.44059
H -5.07882 6.06897 -4.71726
H -4.32128 5.82285 -6.27774
H -5.70145 7.80221 -6.41003
H -4.02199 8.25077 -6.59286
H -5.20205 9.87244 -5.20240
H -3.91254 9.10986 -4.30225
H -5.85348 9.35116 -2.88189
H -5.56605 7.64214 -3.13273
H -7.66269 9.33130 -4.60092
H -7.97770 8.18618 -3.29054
H -7.40976 7.59446 -4.85208

Computed properties:
Kohn-Sham gap: 7.4 eV
total charge: +1
multiplicity: 1

Here are the Mulliken charges for atoms 1 to 6, given in e: -0.52, 0.30, -0.68, -0.22, -0.25, -0.73



Entry 4:
The following is a quantum chemistry calculation of a structure of composition C4H6O2, from the OMol25 dataset.

Element x y z (Å)
C -0.19707 0.67293 1.27054
C 0.05810 -0.40887 0.23458
C -0.72796 -0.38294 -1.08266
O 0.50791 -0.26170 -1.84054
C 1.25241 -0.21444 -0.69653
O 2.42943 -0.05253 -0.59838
H -1.15520 0.50499 1.77290
H 0.59215 0.66782 2.02765
H -0.21956 1.66660 0.81051
H 0.08248 -1.40127 0.69660
H -1.35460 0.49996 -1.23553
H -1.26809 -1.29056 -1.35914

Computed properties:
Kohn-Sham gap: 11.3 eV
relative energy (zero: lowest compared OMol25 entry of this formula, charge and spin): 59.4 kJ/mol
multiplicity: 1

Here are the natural (NBO) charges for atoms 1 to 6, given in e: -0.60, -0.36, -0.07, -0.49, 0.79, -0.54



Entry 5:
The following is a quantum chemistry calculation of the molecule C6H6S, from the OMol25 dataset.

Element x y z (Å)
C 0.88665 1.28517 0.09904
C -0.44471 1.26441 -0.18157
C 1.83222 0.40007 0.05872
C -0.53613 -1.15694 0.64493
C -1.09174 0.01807 -0.30347
C -0.42082 -1.25824 -0.76447
S 3.20044 -0.34239 0.16165
H 1.45011 2.13630 0.09051
H -0.98470 2.10098 -0.02311
H 0.32748 -0.72076 1.12534
H -1.15210 -1.74999 1.21639
H -2.11218 0.00439 -0.76867
H -0.95451 -1.98108 -1.35528

Computed properties:
Kohn-Sham gap (alpha / beta): 6.5 / 8.1 eV
relative energy (zero: lowest compared OMol25 entry of this formula, charge and spin): 0.0 kJ/mol
multiplicity: 3

Here are the natural (NBO) charges for atoms 1 to 6, given in e: -0.44, -0.17, -0.06, -0.44, -0.31, -0.10



Entry 6:
The following is a quantum chemistry calculation of the molecule C3H4NOP, from the OMol25 dataset.

Element x y z (Å)
C 1.00282 -0.49391 -0.21413
C -0.15525 0.06316 0.59656
C -0.45508 1.62997 0.15840
N -0.63654 2.58476 -0.43589
P -1.98587 -0.53200 0.34539
O -2.09612 -1.22761 -0.90611
H 0.86228 -1.06547 -1.21917
H 1.73444 0.29104 -0.44082
H 1.71348 -1.25216 0.40074
H 0.01584 0.00223 1.71503

Computed properties:
Kohn-Sham gap: 8.9 eV
structure (SMILES): C[C@@H](C#N)P=O
relative energy (zero: lowest compared OMol25 entry of this formula, charge and spin): 57.0 kJ/mol
multiplicity: 1

Here are the natural (NBO) charges for atoms 1 to 6, given in e: -0.65, -0.65, 0.23, -0.32, 1.38, -0.97



Number 1: total energy -7860.5632 eV. Number 2: total energy -52646.7462 eV. Number 3: total energy -48140.9388 eV. Number 4: total energy -8339.8460 eV. Number 5: total energy -17147.8148 eV. Number 6: total energy -16000.4229 eV.